Record 1
DFT (ωB97M-V with the def2-TZVPD basis set) results for a 2-piece molecular cluster, C3H9NS overall.

Output
total energy	-572.570701	Ha
HOMO energy (spin up / spin down)	-0.340 / -3.052	eV
ΔE to the lowest compared entry with this formula, charge and spin	37.0	kcal/mol
charge	-1
spin multiplicity	2

Last column: Löwdin charge in e.
Atoms and positions in Å:
H (2.33, 1.13, -0.57)  0.067
S (-2.82, 0.64, 0.78)  0.176
H (-4.05, -0.58, 0.07)  -0.182
N (0.93, -0.40, -0.46)  -0.151
H (-1.43, -1.28, 0.17)  0.038
H (0.01, 0.56, 1.21)  0.083
H (0.86, -1.32, -0.03)  0.091
H (3.02, -0.48, -0.56)  0.064
C (2.24, 0.14, -0.12)  -0.179
H (2.40, 0.21, 0.96)  0.064
C (-0.14, 0.42, 0.13)  -0.388
H (-1.71, -0.23, -1.16)  0.037
C (-1.52, -0.21, -0.09)  -0.814
H (-0.11, 1.40, -0.33)  0.093



Record 2
DFT (ωB97M-V with the def2-TZVPD basis set) results for a 2-piece molecular cluster, C3H9NS overall.

Output
total energy	-572.537922	Ha
HOMO energy (spin up / spin down)	1.088 / -4.077	eV
ΔE to the lowest compared entry with this formula, charge and spin	57.6	kcal/mol
charge	-1
spin multiplicity	2

Last column: Löwdin charge in e.
Atoms and positions in Å:
C (-2.17, -2.52, 1.05)  -0.478
C (2.46, 2.73, -3.06)  -0.418
H (-1.10, -1.00, 3.60)  0.022
H (-1.85, -0.10, 2.23)  0.022
H (4.21, 2.69, -3.97)  -0.052
H (-0.20, 0.17, 2.51)  0.016
S (-0.50, -1.94, 1.46)  0.560
N (3.77, 2.95, -3.08)  -0.168
H (1.93, 2.01, -3.69)  -0.045
C (-0.96, -0.60, 2.59)  -0.482
H (-2.73, -1.68, 0.65)  0.018
H (-2.70, -2.89, 1.93)  0.025
H (1.90, 3.42, -2.46)  -0.037
H (-2.06, -3.24, 0.24)  0.016



Number 1: maximum force 1.00 eV/A. Number 2: maximum force 0.93 eV/A.